Record 1
# C10H24INO4STa

A molecular structure, C10H24INO4STa (ωB97M-V with the def2-TZVPD basis set, the OMol25 dataset).

Results
Highest occupied orbital energy = -5.231 eV
Net charge = -1
2S+1 = 1
Orbital gap = 0.2839 hartree

The geometry in XYZ format:
```
42
C10H24INO4STa | the OMol25 dataset | ωB97M-V with the def2-TZVPD basis set
C -2.17 -3.25 -0.16
N -0.94 -2.93 0.56
C -0.93 -1.54 1.05
Ta -0.67 0.12 -0.51
C -0.68 1.81 -2.11
C -1.62 1.50 -3.19
O -2.68 2.05 -3.34
C 0.31 -1.27 -2.03
C 1.85 -1.34 -2.01
C 2.43 -1.87 -0.71
I 4.36 -0.92 -0.38
C -1.45 1.62 1.07
C -0.34 2.60 1.47
C 0.31 2.28 2.83
S 1.95 1.56 2.80
O 1.89 0.14 2.77
O 2.64 2.04 3.94
O 2.74 2.07 1.54
H -3.07 -3.16 0.45
H -2.11 -4.30 -0.45
H -2.26 -2.69 -1.09
H -0.97 -3.51 1.39
H -0.06 -1.44 1.71
H -1.80 -1.31 1.69
H -2.38 -0.28 -1.13
H 1.05 0.59 0.05
H 0.34 1.99 -2.46
H -1.05 2.72 -1.62
H -1.33 0.69 -3.88
H -0.11 -2.28 -2.00
H 0.04 -0.88 -3.02
H 2.24 -0.36 -2.25
H 2.20 -1.99 -2.82
H 1.83 -1.64 0.17
H 2.60 -2.93 -0.72
H -2.34 2.09 0.66
H -1.73 1.06 1.96
H 0.39 2.72 0.67
H -0.78 3.59 1.59
H 0.40 3.21 3.37
H -0.31 1.62 3.41
H 2.20 1.85 0.74
```

---

Record 2
# C5H10O2

2 unconnected molecules or ions with the total composition C5H10O2 (ωB97M-V with the def2-TZVPD basis set, the OMol25 dataset).

Results
Highest occupied orbital energy = -6.767 eV
2S+1 = 1
Relative energy (zero: lowest compared OMol25 entry of this formula, charge and spin) = 186.9 kcal per mole
Orbital gap = 0.2812 hartree

The geometry in XYZ format:
```
17
C5H10O2 | the OMol25 dataset | ωB97M-V with the def2-TZVPD basis set
C -0.67 0.81 2.19
O -0.50 -0.15 1.17
C -0.56 0.41 -0.10
C 0.66 1.10 -0.69
C 0.27 -0.28 -1.11
C 0.94 -1.51 -0.96
O 0.28 -2.60 -0.44
H -1.65 1.31 2.11
H 0.12 1.58 2.14
H -0.60 0.29 3.14
H -1.54 0.78 -0.40
H 0.48 1.91 -1.38
H 1.56 1.15 -0.08
H -0.67 0.12 -2.43
H 0.12 -0.91 -2.11
H 1.89 -1.72 -1.43
H -0.16 -2.29 0.37
```

---

Record 3
# C2H13N2O3

4 unconnected molecules or ions with the total composition C2H13N2O3 (ωB97M-V with the def2-TZVPD basis set, the OMol25 dataset).

Results
Highest occupied orbital energy = -14.081 eV
Net charge = +1
2S+1 = 1
Relative energy (zero: lowest compared OMol25 entry of this formula, charge and spin) = 30.0 kcal per mole
Orbital gap = 0.4058 hartree

The geometry in XYZ format:
```
20
C2H13N2O3 | the OMol25 dataset | ωB97M-V with the def2-TZVPD basis set
C -0.19 -1.94 1.08
N 1.40 1.00 -0.30
C 0.75 -0.17 -0.30
N 0.11 -0.47 0.82
H 0.46 -2.51 0.38
H -1.24 -2.09 0.85
H 0.18 -2.26 2.02
H 1.05 1.89 0.11
H 2.06 0.97 -1.06
H 1.03 -0.99 -0.97
H -0.38 0.17 1.44
H -1.59 1.90 -2.11
H -0.42 1.02 -2.38
O -0.67 1.77 -1.82
H -1.24 -1.84 -2.50
H -1.68 -2.02 -1.04
O -1.19 -1.43 -1.62
H 1.14 2.11 2.82
H -0.08 2.79 2.48
O 0.49 2.10 2.10
```

---

Record 4
# C24H17BrN5O2SZn

A molecular structure, C24H17BrN5O2SZn (ωB97M-V with the def2-TZVPD basis set, the OMol25 dataset).

Results
Highest occupied orbital energy = -3.739 eV
Net charge = -1
2S+1 = 1
Orbital gap = 0.1976 hartree

The geometry in XYZ format:
```
51
C24H17BrN5O2SZn | the OMol25 dataset | ωB97M-V with the def2-TZVPD basis set
Zn -0.40 0.57 -0.48
N -1.42 -0.84 -4.27
C -1.51 -0.29 -3.05
S -1.05 1.36 -2.67
N -2.10 -1.06 -2.08
N -2.21 -0.42 -0.91
C -3.08 -0.71 0.02
C -3.27 0.06 1.22
C -4.32 -0.44 2.04
C -4.61 0.17 3.22
C -3.81 1.22 3.64
C -2.75 1.71 2.92
C -2.40 1.10 1.71
O -1.38 1.53 0.96
H -1.14 -0.30 -5.05
H -1.54 -1.84 -4.45
H -3.71 -1.65 -0.09
H -4.86 -1.35 1.78
H -5.45 -0.10 3.83
H -4.01 1.63 4.63
H -2.15 2.55 3.26
Br 1.28 -6.69 0.03
C 1.05 -4.88 0.40
C 0.31 -4.60 1.60
C -0.10 -3.29 1.77
C 0.23 -2.27 0.85
O -0.35 -1.10 0.98
C 1.10 -2.56 -0.27
C 1.71 -1.58 -1.08
N 1.54 -0.29 -0.84
C 2.46 0.63 -1.15
C 3.76 0.46 -1.75
C 4.74 1.47 -1.69
C 4.46 2.68 -1.09
C 3.16 2.96 -0.53
C 2.72 4.24 -0.06
C 1.40 4.42 0.29
C 0.56 3.35 0.34
N 0.92 2.14 -0.14
C 2.15 1.95 -0.60
C 1.50 -3.92 -0.43
H 0.01 -5.43 2.22
H -0.75 -2.96 2.59
H 2.16 -1.92 -2.01
H 4.05 -0.49 -2.23
H 5.71 1.42 -2.25
H 5.10 3.60 -1.21
H 3.41 5.07 -0.05
H 0.98 5.38 0.58
H -0.45 3.45 0.69
H 2.35 -4.10 -1.11
```

---

Record 5
# C6H12O

2 unconnected molecules or ions with the total composition C6H12O (ωB97M-V with the def2-TZVPD basis set, the OMol25 dataset).

Results
Highest occupied orbital energy = -9.114 eV
SMILES = CCC=O.C=CC
2S+1 = 1
Relative energy (zero: lowest compared OMol25 entry of this formula, charge and spin) = 62.9 kcal per mole
Orbital gap = 0.3709 hartree

The geometry in XYZ format:
```
19
C6H12O | the OMol25 dataset | ωB97M-V with the def2-TZVPD basis set
C -2.40 1.21 -0.88
C -1.16 0.33 -1.00
C -0.63 0.24 0.41
O 0.09 1.13 0.85
H -3.17 0.71 -0.29
H -2.13 2.14 -0.36
H -2.81 1.47 -1.86
H -1.42 -0.64 -1.46
H -0.39 0.81 -1.62
H -1.20 -0.43 1.08
C 0.73 -1.56 0.05
C 1.50 -1.05 1.01
C 2.40 0.08 0.77
H 0.11 -2.42 0.21
H 0.83 -1.20 -0.97
H 1.60 -1.49 2.01
H 3.16 -0.69 0.57
H 2.68 0.72 1.61
H 2.21 0.66 -0.15
```

---

Record 6
# CH6NOS2

A molecular structure, CH6NOS2 (ωB97M-V with the def2-TZVPD basis set, the OMol25 dataset).

Results
Highest occupied orbital energy = -3.127 eV
Net charge = -1
2S+1 = 1
Relative energy (zero: lowest compared OMol25 entry of this formula, charge and spin) = 0.0 kcal per mole
Orbital gap = 0.2467 hartree

The geometry in XYZ format:
```
11
CH6NOS2 | the OMol25 dataset | ωB97M-V with the def2-TZVPD basis set
S -1.52 1.68 -1.51
S -3.17 0.85 -0.58
H -0.38 0.57 -0.88
H -3.60 0.03 -1.55
N 2.05 -0.81 0.95
C 0.76 -0.15 0.73
O 0.35 -0.20 -0.58
H 2.69 -0.42 0.26
H 1.93 -1.78 0.66
H 0.03 -0.64 1.42
H 0.87 0.88 1.07
```

---

Record 7
# C11H17Br2Cl2N2O5P2

2 unconnected molecules or ions with the total composition C11H17Br2Cl2N2O5P2 (ωB97M-V with the def2-TZVPD basis set, the OMol25 dataset).

Results
Highest occupied orbital energy = -11.796 eV
Net charge = +1
2S+1 = 1
Orbital gap = 0.2595 hartree

The geometry in XYZ format:
```
41
C11H17Br2Cl2N2O5P2 | the OMol25 dataset | ωB97M-V with the def2-TZVPD basis set
C 4.46 -0.10 -1.01
C 4.57 -0.57 0.42
Br 6.33 -0.79 1.02
C 3.53 -0.86 1.20
Br 3.73 -1.42 2.99
C 2.14 -0.68 0.74
C 1.67 0.56 0.44
C 0.35 0.77 0.04
P -0.30 2.48 -0.32
O 1.12 3.24 -0.04
O -0.38 2.42 -1.94
C -0.50 -0.33 -0.05
P -2.24 -0.32 -0.60
N -2.38 -0.84 -2.08
C 0.02 -1.58 0.22
O -0.76 -2.67 0.14
N 1.31 -1.76 0.61
C 1.80 -3.14 0.83
O 2.68 -3.49 -0.20
O 3.94 -3.83 0.41
H 4.08 -0.89 -1.66
H 3.84 0.79 -1.11
H 5.45 0.18 -1.38
H 2.33 1.42 0.54
H 1.26 3.94 -0.70
H 0.37 1.98 -2.37
H -2.75 0.96 -0.33
H -2.89 -1.16 0.32
H -1.49 -1.01 -2.53
H -0.91 -2.92 -0.79
H 0.94 -3.80 0.79
H 2.27 -3.22 1.81
H 4.56 -3.43 -0.22
Cl -6.43 0.51 0.15
C -6.40 2.03 1.07
C -5.81 3.16 0.26
Cl -4.07 2.88 -0.06
H -5.83 1.86 1.97
H -7.42 2.28 1.34
H -5.89 4.10 0.80
H -6.30 3.26 -0.71
```

---

Record 8
# C22H23F5N3O2SV

A molecular structure, C22H23F5N3O2SV (ωB97M-V with the def2-TZVPD basis set, the OMol25 dataset).

Results
Highest occupied orbital energy (alpha / beta) = -6.254 / -8.039 eV
2S+1 = 3
Relative energy (zero: lowest compared OMol25 entry of this formula, charge and spin) = 26.4 kcal per mole
Orbital gap (alpha / beta) = 0.2205 / 0.2878 hartree

The geometry in XYZ format:
```
57
C22H23F5N3O2SV | the OMol25 dataset | ωB97M-V with the def2-TZVPD basis set
V -0.24 -0.22 -1.06
C -2.69 2.88 -1.33
C -2.31 1.62 -2.13
C -1.94 2.02 -3.58
C -3.50 0.63 -2.16
N -1.22 0.95 -1.56
H -3.54 3.38 -1.79
H -1.85 3.58 -1.32
H -2.93 2.62 -0.30
H -2.80 2.44 -4.09
H -1.60 1.13 -4.12
H -1.14 2.75 -3.57
H -4.38 1.11 -2.58
H -3.72 0.30 -1.15
H -3.22 -0.24 -2.76
F 1.68 2.54 -0.83
C 2.26 1.57 -1.57
C 1.51 0.41 -1.80
C 2.17 -0.53 -2.58
F 1.50 -1.69 -2.85
C 3.44 -0.38 -3.10
F 4.00 -1.34 -3.87
C 4.16 0.78 -2.81
F 5.42 0.93 -3.24
C 3.55 1.76 -2.03
F 4.24 2.88 -1.73
S -0.72 2.71 2.36
C 0.49 1.62 1.78
N 0.09 0.41 1.46
C -1.24 0.23 1.78
C -1.98 -0.95 1.70
C -3.29 -0.96 2.13
C -3.88 0.19 2.65
C -3.18 1.38 2.72
C -1.86 1.39 2.30
H 1.49 1.98 1.60
H -1.54 -1.86 1.31
H -3.86 -1.87 2.07
H -4.90 0.15 3.00
H -3.64 2.28 3.09
O -0.18 -3.94 0.47
C 0.42 -2.91 0.25
O 0.08 -1.92 -0.43
C 1.86 -2.74 0.91
N 2.13 -1.30 1.15
C 2.72 -1.19 2.50
C 1.97 -2.26 3.27
C 1.96 -3.42 2.27
H 2.58 -3.15 0.20
H 1.18 -0.71 1.17
H 2.70 -0.88 0.41
H 2.58 -0.19 2.89
H 3.79 -1.43 2.47
H 0.95 -1.92 3.47
H 2.45 -2.51 4.21
H 1.13 -4.11 2.42
H 2.89 -3.99 2.35
```

---

Record 9
# C4H12NP

2 unconnected molecules or ions with the total composition C4H12NP (ωB97M-V with the def2-TZVPD basis set, the OMol25 dataset).

Results
Highest occupied orbital energy (alpha / beta) = -9.319 / -7.950 eV
2S+1 = 1
Relative energy (zero: lowest compared OMol25 entry of this formula, charge and spin) = 78.9 kcal per mole
Orbital gap (alpha / beta) = 0.3282 / 0.2863 hartree

The geometry in XYZ format:
```
18
C4H12NP | the OMol25 dataset | ωB97M-V with the def2-TZVPD basis set
C 1.52 0.17 0.05
C 0.97 -0.39 2.44
C -1.41 -0.13 -2.69
C 0.54 0.44 1.20
N -0.81 0.10 0.94
P -1.96 1.20 -1.53
H 1.26 0.80 -0.80
H 2.53 0.39 0.36
H 1.47 -0.87 -0.26
H 1.97 -0.09 2.76
H 0.97 -1.45 2.19
H 0.27 -0.21 3.25
H -0.37 0.05 -2.98
H -2.02 -0.11 -3.59
H -1.49 -1.11 -2.23
H 0.57 1.50 1.47
H -0.86 -0.83 0.53
H -3.13 0.54 -1.13
```